# C6H9ClIO3S

A molecular structure, C6H9ClIO3S (the ωB97M-V functional and the def2-TZVPD basis, the Open Molecules 2025 dataset).

Positions of all 21 atoms, in Å:
C -2.253 -0.627 2.565
C -1.543 0.316 2.376
C -0.510 1.336 2.238
O 0.826 0.835 2.500
S 1.551 -0.018 1.338
O 1.387 -1.420 1.630
O 0.579 0.282 0.025
C 1.169 -0.378 -1.093
C 0.709 0.233 -2.437
C 0.127 -0.874 -3.329
Cl -0.413 1.602 -2.275
H -2.701 -1.569 2.759
H -0.710 2.070 3.018
H -0.596 1.853 1.283
H 2.255 -0.252 -1.003
H 0.929 -1.441 -1.072
H 1.589 0.600 -2.962
H -0.427 -0.416 -4.146
H -0.553 -1.467 -2.719
H 0.926 -1.492 -3.737
I -2.341 0.829 5.042

E_LUMO, eV: 2.383
Frontier orbital gap, eV: 4.84
Total charge: -1
E_HOMO, eV: -2.455
F_max, Eh/bohr: 0.05622

Mulliken population analysis, charges in e, atoms 1 to 6: number 1, C, carries -0.36; number 2, C, carries 0.06; number 3, C, carries -0.43; number 4, O, carries -0.20; number 5, S, carries 0.52; number 6, O, carries -0.51